{
  "formula": "C16H30F3NO4P2SW",
  "method": "wB97M-V/def2-TZVPD",
  "species": ["W", "P", "P", "N", "H", "C", "H", "H", "H", "C", "H", "H", "H", "C", "H", "H", "H", "C", "H", "H", "H", "C", "H", "H", "H", "C", "H", "H", "H", "C", "C", "C", "C", "C", "C", "H", "H", "H", "H", "H", "C", "O", "C", "H", "H", "H", "C", "H", "H", "H", "F", "C", "F", "F", "S", "O", "O", "O"],
  "xyz": [[-0.34266, 0.09430, -0.01948], [-2.25269, 0.91500, 1.36782], [1.74552, -0.99559, -1.42922], [-0.92129, 1.09823, -1.53249], [0.58296, 1.27505, 0.92956], [-1.96125, 2.30273, 2.50525], [-2.90524, 2.54756, 3.01576], [-1.61749, 3.17403, 1.93164], [-1.19406, 2.03953, 3.24534], [-3.02326, -0.38145, 2.36922], [-3.83347, 0.06543, 2.96418], [-2.28135, -0.85453, 3.02512], [-3.42702, -1.15038, 1.70002], [-3.59219, 1.50533, 0.28585], [-4.43789, 1.80198, 0.92478], [-3.89821, 0.70052, -0.39567], [-3.24056, 2.36237, -0.30392], [3.37210, -0.14732, -1.40552], [4.05467, -0.59343, -2.13549], [3.85088, -0.18010, -0.41561], [3.13344, 0.91147, -1.58519], [1.75145, -2.74758, -1.46265], [2.69166, -3.06934, -1.91530], [0.87574, -3.22918, -1.78609], [1.94677, -3.20380, -0.10999], [1.22712, -0.74974, -3.18549], [2.03683, -1.19465, -3.79529], [1.10602, 0.30073, -3.48552], [0.30032, -1.28630, -3.43679], [-1.42470, 1.77758, -2.54898], [-1.71262, 3.83301, -3.85716], [-1.16312, 3.17148, -2.78195], [-2.28993, 1.12115, -3.48840], [-2.82908, 1.78938, -4.55883], [-2.55729, 3.16108, -4.77394], [-1.51119, 4.89460, -4.03406], [-0.50895, 3.69352, -2.07614], [-2.50376, 0.05694, -3.31745], [-3.48378, 1.26709, -5.26965], [-2.99230, 3.68850, -5.63317], [0.38907, -1.50670, 2.67242], [-0.40235, -1.42391, 1.66810], [0.63970, -0.27849, 3.43195], [1.40660, -0.43369, 4.19494], [-0.31844, -0.02082, 3.89574], [0.97460, 0.52816, 2.76956], [0.83620, -2.84699, 3.17848], [1.90541, -2.86773, 3.48251], [0.68295, -3.59459, 2.39378], [0.32428, -3.04766, 4.07223], [4.53418, -2.74016, 3.34857], [4.14410, -1.58699, 2.78362], [3.59131, -0.76158, 3.74732], [5.14261, -0.94720, 2.19918], [2.86084, -2.11021, 1.54073], [3.85919, -2.70226, 0.57913], [1.09305, -3.05749, 0.39653], [1.56656, -0.36692, 0.12014]],
  "mulliken_charge": [0.6635, 1.0237, 1.1460, -0.3094, -0.2440, -1.2861, 0.4315, 0.3271, 0.3032, -1.2036, 0.4332, 0.2784, 0.3435, -1.2358, 0.4839, 0.3071, 0.3234, -1.2448, 0.4131, 0.2309, 0.3428, -1.4123, 0.3738, 0.5261, 0.3608, -1.1254, 0.4751, 0.3066, 0.3417, -0.2669, -0.4720, -0.3446, 0.1761, -0.5506, -0.3519, 0.3385, 0.4189, 0.3909, 0.3338, 0.3632, 1.0587, -0.7213, -0.9639, 0.4663, 0.2998, 0.2052, -1.7035, 0.4906, 0.3512, 0.5597, -0.2144, 0.3396, -0.2522, -0.2109, 0.4995, -0.5152, -0.6702, -0.4286],
  "multiplicity": 3,
  "s_squared": 2.0135,
  "total_charge": 0,
  "mol_weight_g_mol": 635.27,
  "relative_energy_kj_mol": 0.00,
  "orbital_gap_ev": [6.00, 6.09],
  "total_energy_ha": -2430.63619
}

{
  "formula": "C2H6N4",
  "method": "wB97M-V/def2-TZVPD",
  "species": ["C", "C", "N", "N", "N", "N", "H", "H", "H", "H", "H", "H"],
  "xyz": [[0.65727, 0.60568, 0.08166], [-1.81201, 0.43531, 0.21488], [-0.39779, -1.40952, -0.34562], [4.62785, 0.43361, -0.18628], [4.27985, 0.00630, 0.74076], [-0.46326, -0.02360, -0.03334], [0.43028, 1.60121, 0.33133], [-2.52477, 0.09896, -0.52332], [-1.78865, 1.51934, 0.14973], [-2.28691, 0.10796, 1.20048], [0.56107, -1.64581, -0.79728], [-1.28292, -1.72942, -0.83300]],
  "mulliken_charge": [-0.2813, -0.8474, -0.7356, -0.0112, 0.0101, 0.2718, 0.1617, 0.2764, 0.3497, 0.2684, 0.2987, 0.2387],
  "multiplicity": 1,
  "total_charge": 0,
  "mol_weight_g_mol": 86.10,
  "relative_energy_kj_mol": 294.87,
  "orbital_gap_ev": 9.19,
  "total_energy_ha": -298.73659
}

{
  "formula": "C2H4O3",
  "method": "wB97M-V/def2-TZVPD",
  "species": ["C", "C", "O", "O", "O", "H", "H", "H", "H"],
  "xyz": [[-0.34081, -0.57462, 0.30290], [1.82402, 1.62010, -1.38855], [-0.26259, 0.77869, 0.11346], [-1.35655, -0.96681, 1.13374], [1.87689, 0.55963, -1.78080], [-0.50375, -1.09217, -0.64628], [0.61563, -0.90411, 0.67550], [0.23187, 0.98642, 0.92488], [-2.08472, -0.40713, 0.66516]],
  "mulliken_charge": [-0.3542, 0.1252, -0.4759, -0.5083, -0.1338, 0.2849, 0.3636, 0.3467, 0.3518],
  "multiplicity": 1,
  "total_charge": 0,
  "mol_weight_g_mol": 76.05,
  "relative_energy_kj_mol": 143.73,
  "orbital_gap_ev": 11.62,
  "total_energy_ha": -304.28694
}

{
  "formula": "C18H52N10O14PZn2",
  "method": "wB97M-V/def2-TZVPD",
  "species": ["Zn", "Zn", "P", "O", "O", "O", "O", "C", "O", "N", "N", "H", "H", "H", "H", "C", "O", "N", "N", "H", "H", "H", "H", "C", "O", "N", "N", "H", "H", "H", "H", "C", "O", "N", "N", "H", "H", "H", "H", "C", "O", "C", "C", "N", "C", "C", "O", "C", "H", "H", "H", "H", "H", "H", "H", "H", "H", "H", "H", "H", "H", "H", "H", "C", "O", "C", "C", "N", "C", "C", "O", "C", "H", "H", "H", "H", "H", "H", "H", "H", "H", "H", "H", "H", "H", "H", "H", "C", "C", "O", "O", "H", "H", "H", "H", "H", "H"],
  "xyz": [[-9.02711, -17.81457, 33.76361], [-6.78282, -15.35019, 37.63168], [-7.88476, -16.55817, 35.68152], [-8.06700, -18.09261, 35.43068], [-6.44036, -16.13766, 35.89773], [-8.47406, -15.83970, 36.92114], [-8.56893, -16.02178, 34.37187], [-11.22452, -13.60170, 36.26974], [-12.21654, -12.89672, 36.50148], [-10.90983, -14.10100, 35.05682], [-10.61034, -14.26737, 37.28806], [-10.10671, -14.69056, 34.86592], [-11.34307, -13.77564, 34.20819], [-9.72330, -14.80909, 37.18737], [-11.04567, -14.25330, 38.19278], [-7.16119, -12.73636, 35.92371], [-6.87680, -13.45427, 36.90091], [-7.21579, -11.38076, 36.00442], [-7.35227, -13.22215, 34.68753], [-7.37808, -10.79811, 35.20530], [-6.94633, -10.92603, 36.85836], [-7.28459, -14.23348, 34.71890], [-7.99920, -12.72945, 34.09796], [-3.85302, -18.42803, 35.35895], [-2.82659, -19.09620, 35.49951], [-3.79278, -17.13842, 34.96907], [-5.11953, -18.88236, 35.60451], [-4.62896, -16.57274, 34.97398], [-2.88274, -16.79311, 34.72781], [-5.87822, -18.23547, 35.42539], [-5.28296, -19.81488, 35.93124], [-11.83886, -17.98974, 35.37776], [-10.81576, -17.95387, 34.68416], [-12.40437, -16.87582, 35.91968], [-12.56143, -19.11147, 35.59054], [-11.77074, -16.08820, 35.99808], [-13.21001, -16.98888, 36.50324], [-13.50682, -19.05255, 35.91606], [-12.22468, -19.95370, 35.15566], [-8.80003, -21.02500, 34.27006], [-9.24368, -19.89752, 33.47628], [-9.84996, -20.20394, 32.20677], [-9.94570, -19.01008, 31.23516], [-10.08620, -17.70258, 31.96668], [-9.50226, -16.51674, 31.30116], [-7.95562, -16.66057, 31.26878], [-7.50413, -17.64165, 32.25528], [-6.10592, -17.86620, 32.20085], [-9.69464, -21.39842, 34.76399], [-8.10316, -20.62747, 35.00410], [-8.25203, -21.74669, 33.66715], [-10.85716, -20.59915, 32.35966], [-9.26261, -20.95284, 31.67400], [-10.75516, -19.06135, 30.51031], [-8.96745, -18.93802, 30.76006], [-11.08770, -17.54703, 31.94844], [-9.63207, -15.59617, 31.86971], [-10.10864, -16.44530, 30.39537], [-7.36472, -15.75900, 31.45954], [-7.46238, -16.88796, 30.31573], [-5.82506, -18.46902, 31.33532], [-6.00359, -18.53574, 33.06135], [-5.46020, -17.01407, 32.41276], [-3.79734, -13.79933, 38.23681], [-4.65701, -14.91775, 38.02384], [-4.33746, -15.98640, 38.93137], [-5.20255, -17.26610, 38.86599], [-6.63633, -16.95590, 39.01686], [-7.03468, -16.68107, 40.41022], [-7.54724, -15.24000, 40.43828], [-6.88555, -14.37828, 39.50469], [-6.72457, -13.06645, 40.10811], [-3.84128, -13.12416, 37.38615], [-2.77869, -14.16264, 38.36996], [-4.11177, -13.24760, 39.12527], [-4.70466, -15.57243, 39.88771], [-3.28806, -16.10351, 39.20145], [-4.87549, -18.01716, 39.58802], [-5.19968, -17.76465, 37.89206], [-7.18714, -17.79054, 38.80792], [-6.28032, -16.94732, 41.15519], [-7.90504, -17.24138, 40.76211], [-7.51848, -14.89598, 41.47409], [-8.60112, -15.35598, 40.17166], [-6.09263, -13.20694, 40.98257], [-7.72320, -12.73700, 40.39943], [-6.37840, -12.42935, 39.30013], [-9.34075, -19.87707, 38.00856], [-10.17180, -18.97767, 38.91593], [-9.77238, -18.95311, 40.26894], [-8.10613, -19.27264, 37.68273], [-9.96858, -20.02340, 37.11921], [-9.18041, -20.90251, 38.34915], [-11.25253, -19.17351, 38.93906], [-10.12659, -17.95766, 38.52483], [-9.84358, -19.80717, 40.70055], [-8.10855, -18.94252, 36.73230]],
  "mulliken_charge": [1.6393, -0.2419, 1.8962, -0.2648, -0.4913, 0.5222, -0.8234, 0.3970, -0.7251, -0.1491, -0.2565, -0.0460, 0.1740, -0.0760, 0.1926, 0.3172, -0.4955, -0.4005, -0.1868, 0.1611, 0.2208, -0.2797, 0.2734, 0.4226, -0.7454, -0.1884, 0.0804, -0.0038, 0.1933, -0.5802, 0.1172, 0.3344, -0.7317, -0.4700, -0.3763, 0.1646, 0.1756, 0.2009, 0.2214, -0.7234, 0.1681, -0.6248, -0.7102, -0.1301, -0.5583, -0.7830, 0.1737, -1.0110, 0.2134, 0.0236, 0.3677, 0.3508, 0.4936, 0.4914, 0.1724, 0.2971, 0.1102, 0.5174, 0.4951, 0.4241, 0.4026, 0.1178, 0.3259, -1.0002, 0.1635, -0.7438, -0.3264, 0.0412, -0.3535, -0.9322, 0.6884, -1.1877, 0.2330, 0.3448, 0.3302, 0.3056, 0.6995, 0.5951, -0.1994, -0.1740, 0.3162, 0.2649, 0.5402, 0.3767, 0.3500, 0.3179, 0.2118, 0.1467, -0.2882, -0.5308, -0.7923, -0.2066, 0.4626, 0.4582, -0.0838, 0.3065, -0.1104],
  "multiplicity": 1,
  "total_charge": 1,
  "mol_weight_g_mol": 794.42,
  "relative_energy_kj_mol": 48.35,
  "orbital_gap_ev": 8.95,
  "total_energy_ha": -6218.11154
}

{
  "formula": "C24H50BrO6S",
  "method": "wB97M-V/def2-TZVPD",
  "species": ["C", "C", "C", "C", "C", "C", "C", "C", "C", "C", "C", "C", "C", "S", "C", "C", "C", "Br", "H", "H", "H", "H", "H", "H", "H", "H", "H", "H", "H", "H", "H", "H", "H", "H", "H", "H", "H", "H", "H", "H", "H", "H", "H", "H", "H", "H", "H", "H", "H", "H", "H", "H", "C", "C", "O", "C", "O", "O", "C", "H", "H", "H", "H", "H", "H", "H", "H", "C", "C", "O", "C", "O", "O", "C", "H", "H", "H", "H", "H", "H", "H", "H"],
  "xyz": [[2.46427, -3.10714, 1.13971], [3.14172, -4.21675, 0.31981], [3.20618, -3.89788, -1.17857], [3.77367, -2.50526, -1.48009], [3.12525, -1.80291, -2.67099], [3.75989, -0.46377, -3.03708], [3.55274, 0.57961, -1.92235], [4.56622, 0.50447, -0.76655], [3.96389, 0.29333, 0.63117], [3.12465, 1.45105, 1.20023], [1.66019, 1.62320, 0.74324], [0.86900, 0.31466, 0.54343], [-0.66535, 0.51439, 0.53671], [-1.38149, 0.89562, -1.09715], [-0.57273, -0.16275, -2.30450], [-1.52525, -0.84567, -3.29270], [-2.17576, -2.13526, -2.82171], [-2.89401, 0.40397, -3.87389], [2.15456, -3.44996, 2.13471], [3.13966, -2.25432, 1.30471], [1.56762, -2.71239, 0.61195], [2.60193, -5.16588, 0.45053], [4.15771, -4.38839, 0.70848], [2.19749, -3.98976, -1.61114], [3.82180, -4.66471, -1.67532], [4.85867, -2.56911, -1.67354], [3.66575, -1.88262, -0.58359], [3.14743, -2.46881, -3.54995], [2.06498, -1.63838, -2.44193], [4.83844, -0.60840, -3.21066], [3.33803, -0.08986, -3.98197], [2.53435, 0.45158, -1.51722], [3.57070, 1.58144, -2.37889], [5.26567, -0.32240, -0.95888], [5.17756, 1.41877, -0.73877], [4.79433, 0.14360, 1.33860], [3.38918, -0.64913, 0.65193], [3.64969, 2.39131, 0.96624], [3.11627, 1.36402, 2.29871], [1.61832, 2.21554, -0.18560], [1.15253, 2.22383, 1.51435], [1.21417, -0.18525, -0.37704], [1.07020, -0.40286, 1.35439], [-1.21673, -0.33535, 0.95732], [-0.93934, 1.42823, 1.08359], [-2.54529, 0.24172, -1.01534], [0.10815, 0.52860, -2.82048], [0.01715, -0.90747, -1.75610], [-0.92368, -1.01532, -4.19377], [-2.44781, -2.74945, -3.68881], [-3.08836, -1.97074, -2.23743], [-1.46114, -2.70369, -2.20585], [-0.78788, -2.81114, 3.48352], [-2.24013, -3.09906, 3.79798], [-2.43252, -3.41258, 5.18322], [-2.45218, -2.34958, 5.99618], [-2.33353, -1.20068, 5.64278], [-2.62177, -2.77630, 7.23696], [-2.65208, -1.75167, 8.24089], [-0.16205, -3.65411, 3.77778], [-0.65391, -2.64904, 2.41721], [-0.44610, -1.92560, 4.01777], [-2.59878, -3.97680, 3.26295], [-2.87576, -2.24984, 3.54395], [-3.39089, -0.99512, 7.98681], [-1.67167, -1.28889, 8.33630], [-2.92305, -2.26544, 9.15710], [-4.50260, 3.30916, -1.41938], [-3.34817, 3.89478, -2.20680], [-3.78705, 4.86058, -3.16467], [-4.04155, 6.07672, -2.65461], [-3.89567, 6.38604, -1.50002], [-4.46852, 6.85542, -3.63551], [-4.80466, 8.19620, -3.24471], [-5.25141, 2.89066, -2.09266], [-4.15174, 2.51139, -0.75909], [-4.97131, 4.06941, -0.79695], [-2.85783, 3.12988, -2.80899], [-2.61374, 4.35455, -1.54353], [-3.97362, 8.65458, -2.71386], [-5.68686, 8.19224, -2.60772], [-5.00601, 8.71700, -4.17478]],
  "mulliken_charge": [-0.3571, -0.8132, -0.8685, 0.6718, 0.0869, -1.4240, 1.0284, -1.3002, 0.8410, -1.1971, -0.6225, 1.0917, -0.8869, 0.2242, 0.0244, -0.1274, -1.1889, -0.0411, 0.4251, 0.4328, -0.1477, 0.3851, 0.3219, 0.2838, 0.3991, 0.4294, -0.5311, 0.4859, -0.3801, 0.4007, 0.4027, -0.8967, 0.3790, 0.5660, 0.4760, 0.3500, -1.4792, 0.3198, 0.4145, 0.3502, 0.5310, -0.9265, 0.2310, 0.4228, 0.4197, 0.2895, 0.4102, -0.4872, 0.4720, 0.4074, 0.3481, 0.3094, -0.8148, -0.4521, -0.3511, 0.7895, -0.5756, -0.3374, -0.6227, 0.3728, 0.1640, 0.3300, 0.3526, 0.3402, 0.2996, 0.2959, 0.2199, -1.0362, 0.0937, -0.3905, 0.7209, -0.5527, -0.3525, -0.6365, 0.2950, 0.2482, 0.3902, 0.1006, 0.3235, 0.3066, 0.2981, 0.2246],
  "multiplicity": 1,
  "total_charge": 1,
  "mol_weight_g_mol": 546.63,
  "orbital_gap_ev": 9.60,
  "total_energy_ha": -4367.85258
}

{
  "formula": "C4H6O2",
  "method": "wB97M-V/def2-TZVPD",
  "species": ["C", "C", "O", "C", "C", "O", "H", "H", "H", "H", "H", "H"],
  "xyz": [[-1.52113, 0.99864, -1.09341], [-0.83242, 0.12634, -0.08057], [-1.18748, -0.04627, 1.05369], [1.68349, -0.56612, 1.31512], [1.23474, -1.04280, 0.16491], [0.28300, -0.43185, -0.63488], [-1.68022, 0.46035, -2.03062], [-0.87626, 1.85645, -1.30977], [-2.46850, 1.34642, -0.68187], [1.27679, 0.33196, 1.76534], [2.47228, -1.09136, 1.84087], [1.61572, -1.94176, -0.30881]],
  "mulliken_charge": [-0.9750, 0.6924, -0.5048, -0.6348, 0.0078, -0.2969, 0.3073, 0.2575, 0.3184, 0.2220, 0.2554, 0.3506],
  "multiplicity": 1,
  "total_charge": 0,
  "mol_weight_g_mol": 86.09,
  "smiles": "C=COC(C)=O",
  "relative_energy_kj_mol": 82.70,
  "orbital_gap_ev": 10.71,
  "total_energy_ha": -306.47480
}